{
  "formula": "C5H10N2",
  "method": "ωB97M-V/def2-TZVPD",
  "gap_ev": 10.000,
  "homo_energy_ev": -9.078,
  "fmax_ev_per_a": 5.9,
  "multiplicity": 1,
  "de_lowest_kj_mol": 511.78,
  "species": ["N", "N", "C", "C", "C", "C", "C", "H", "H", "H", "H", "H", "H", "H", "H", "H", "H"],
  "xyz": [[-1.997, 0.225, -0.054], [1.344, -0.993, 0.160], [-0.741, -0.654, -0.112], [0.209, -0.436, 1.050], [0.403, 1.096, 0.766], [0.488, -0.487, -0.915], [0.568, 1.142, -0.800], [-1.101, -1.773, -0.658], [0.653, -1.167, -1.661], [-2.437, -0.332, 0.825], [-2.665, -0.116, -0.710], [1.671, 1.337, -1.048], [-0.451, 1.795, 1.011], [1.434, 1.427, 1.196], [2.183, -0.169, -0.042], [0.025, -0.853, 2.032], [-0.300, 1.257, -1.621]]
}